(1)
The following is a quantum chemistry calculation of a cluster of 2 separate species, C4H3S2 in total, from the OMol25 dataset.

```
! wB97M-V def2-TZVPD RIJCOSX def2/J DEFGRID3
* xyz -1 1
C -0.0859 0.4738 1.4347
C -0.9909 2.3169 2.8580
C -0.6955 1.4628 1.9491
C 0.0719 0.0204 0.0208
S -1.6301 3.4171 3.7980
S 2.0925 -1.2536 2.0028
H -0.5193 0.4041 -0.7508
H 0.2407 -0.9772 -0.0170
H 1.0885 0.4841 -0.2146
*
```

Its total energy is -25863.0175 eV. Its gap between HOMO and LUMO (alpha / beta) is 6.05 / 5.50 eV. The strongest force on any atom comes out at 4.2 eV/Å. The HOMO energy (alpha / beta) is -0.1247 / -0.1126 Ha.

(2)
The following is a quantum chemistry calculation of a cluster of 2 separate species, C4H4 in total, from the OMol25 dataset.

```
! wB97M-V def2-TZVPD RIJCOSX def2/J DEFGRID3
* xyz 0 1
C -0.1128 -1.3256 -2.5860
C -0.6760 -0.5105 -1.7617
C 0.4685 0.6737 2.2234
C -0.9583 0.4454 -0.8698
H 0.0945 -1.3388 -3.6159
H -0.4250 0.0357 2.4369
H 0.5018 1.5948 2.6821
H 1.1073 0.4254 1.4910
*
```

Its total energy is -4203.5944 eV. Its gap between HOMO and LUMO (alpha / beta) is 6.91 / 7.27 eV. The strongest force on any atom comes out at 4.2 eV/Å. The HOMO energy (alpha / beta) is -0.3139 / -0.3418 Ha.

(3)
The following is a quantum chemistry calculation of an isolated molecule of C4H4, from the OMol25 dataset.

```
! wB97M-V def2-TZVPD RIJCOSX def2/J DEFGRID3
* xyz 0 1
C 2.3341 0.2710 -0.0589
C 1.2246 -0.1542 0.1077
C -1.1483 0.1999 -0.0484
C -0.0801 -0.7252 0.0068
H 3.3112 0.4681 0.1135
H -2.1581 -0.2250 -0.0629
H -0.7902 1.1701 -0.1579
H -0.3633 -1.7560 -0.0562
*
```

Its total energy is -4209.4919 eV. Its structure (SMILES) is C#CC=C. Its gap between HOMO and LUMO is 9.83 eV. The strongest force on any atom comes out at 5.5 eV/Å. The HOMO energy is -0.3363 Ha.

(4)
The following is a quantum chemistry calculation of a cluster of 2 separate species, C4H4 in total, from the OMol25 dataset.

```
! wB97M-V def2-TZVPD RIJCOSX def2/J DEFGRID3
* xyz 0 1
C 0.3385 1.8235 0.1944
C 0.6717 0.7674 -0.1876
C -0.6525 -0.9938 -0.4111
C -0.5236 -1.7814 0.5309
H 0.1434 2.8101 0.6084
H 0.9490 -0.0762 -0.9584
H -0.4727 -0.3091 -1.2720
H -0.4540 -2.2406 1.4954
*
```

Its total energy is -4206.1539 eV. Its structure (SMILES) is C#C.C#C. Its gap between HOMO and LUMO is 10.42 eV. The strongest force on any atom comes out at 6.3 eV/Å. The HOMO energy is -0.3454 Ha.

Relative energy (zero: lowest compared OMol25 entry of this formula, charge and spin) / kcal/mol: 96.8; 151.4; 15.4; 92.4